{"formula": "C5H7NO", "method": "wB97M-V/def2-TZVPD", "lumo_ev": [0.029, 0.029], "mol_weight_da": 97.1, "homo_energy_ev": [-8.57, -8.57], "relative_energy_kj_mol": 791.3, "total_energy_ha": -324.423067, "species": ["O", "N", "C", "C", "C", "C", "C", "H", "H", "H", "H", "H", "H", "H"], "coordinates": [[1.35164, -0.24787, -0.91747], [-0.49815, 0.25279, 0.83358], [0.16272, -1.07258, -0.66742], [-0.24227, -1.10710, 0.74260], [0.71500, 1.01413, -0.73801], [-0.65773, 0.26682, -0.61915], [0.59503, 1.29484, 0.74698], [-0.24560, -1.82313, 1.55844], [0.09219, -1.91117, -1.35913], [1.45566, 1.06466, 1.37479], [-1.99380, -0.53884, -0.51731], [0.17001, 2.26942, 0.99747], [1.00888, 1.76328, -1.47385], [-1.91357, -1.22525, 0.03849]], "lowdin_charge": [-0.05, -0.06, -0.23, -0.10, -0.23, -0.13, -0.05, 0.11, 0.14, 0.13, 0.11, 0.12, 0.14, 0.11]}